Below is a single C5H13N3 molecule, with properties calculated with the ωB97M-V functional and the def2-TZVPD basis.

Output
* relative energy (zero: lowest compared OMol25 entry of this formula, charge and spin): 103.9 kcal per mole
* net charge: 0
* LUMO energy (spin up / spin down): 0.90 / 1.01 eV
* HOMO-LUMO gap (spin up / spin down): 7.71 / 8.31 eV

Atoms and positions in Å:
C  0.334  0.665  0.859
C  0.391  -1.432  -0.643
C  0.270  -0.957  0.736
C  -1.014  -1.440  1.412
C  -1.396  1.448  -0.667
N  0.014  1.297  -0.376
N  0.685  0.889  -1.465
N  2.036  1.082  -1.416
H  -0.359  1.006  1.624
H  1.346  0.940  1.161
H  1.324  -1.811  -1.017
H  -0.494  -1.666  -1.205
H  1.121  -1.307  1.326
H  -1.026  -2.528  1.436
H  -1.891  -1.106  0.865
H  -1.076  -1.072  2.434
H  -1.491  1.960  -1.623
H  -1.911  0.485  -0.735
H  -1.846  2.052  0.117
H  2.526  0.795  -0.568
H  2.458  0.700  -2.254

Below is 2 unconnected molecules or ions with the total composition C4H8O3, with properties calculated with the ωB97M-V functional and the def2-TZVPD basis.

Output
* relative energy (zero: lowest compared OMol25 entry of this formula, charge and spin): 52.2 kcal per mole
* net charge: 0
* LUMO energy: 0.52 eV
* HOMO-LUMO gap: 10.45 eV

Atoms and positions in Å:
O  -1.495  -2.047  -1.091
C  -0.987  -0.994  -0.855
C  0.513  -0.697  -0.612
C  0.658  -0.456  0.949
C  2.058  -0.755  1.433
O  2.328  -1.715  2.078
H  -1.452  -0.023  -0.753
H  0.883  0.160  -1.252
H  1.090  -1.607  -0.811
H  0.423  0.566  1.060
H  0.029  -1.167  1.574
H  2.784  -0.050  1.079
H  -2.418  2.299  -1.336
H  -2.520  3.467  -0.428
O  -1.893  3.017  -1.036

Below is a molecular structure, C40H38N3P2S2Sr, with properties calculated with the ωB97M-V functional and the def2-TZVPD basis.

Output
* net charge: +1
* LUMO energy: -2.30 eV
* HOMO-LUMO gap: 6.20 eV

Atoms and positions in Å:
Sr  0.128  1.518  0.780
C  -0.124  -2.181  -3.028
N  0.126  -1.283  -1.889
P  -1.273  -0.727  -1.026
C  -1.992  -2.307  -0.469
C  -3.363  -2.545  -0.402
C  -3.837  -3.750  0.098
C  -2.955  -4.713  0.561
C  -1.590  -4.459  0.558
C  -1.115  -3.262  0.051
C  -2.391  -0.126  -2.349
C  -2.380  1.252  -2.571
C  -3.154  1.822  -3.569
C  -3.955  1.012  -4.361
C  -3.970  -0.360  -4.156
C  -3.192  -0.929  -3.159
P  1.296  0.007  -2.040
C  2.105  -0.335  -3.646
C  1.624  0.354  -4.758
C  2.162  0.123  -6.015
C  3.189  -0.795  -6.166
C  3.687  -1.470  -5.059
C  3.153  -1.239  -3.801
C  2.632  -0.478  -0.880
C  2.744  -1.688  -0.211
C  3.810  -1.911  0.649
C  4.776  -0.934  0.832
C  4.686  0.272  0.148
C  3.613  0.500  -0.698
H  -0.872  -2.919  -2.742
H  0.784  -2.714  -3.297
H  -0.487  -1.649  -3.912
H  -4.063  -1.790  -0.739
H  -4.903  -3.933  0.136
H  -3.329  -5.658  0.933
H  -0.897  -5.184  0.963
H  -0.056  -3.053  0.053
H  -1.748  1.885  -1.956
H  -3.141  2.893  -3.723
H  -4.570  1.452  -5.135
H  -4.593  -0.992  -4.776
H  -3.212  -2.002  -3.015
H  0.816  1.067  -4.634
H  1.786  0.666  -6.873
H  3.608  -0.984  -7.146
H  4.499  -2.177  -5.174
H  3.546  -1.769  -2.943
H  2.006  -2.462  -0.375
H  3.889  -2.851  1.180
H  5.611  -1.116  1.496
H  5.460  1.019  0.270
H  3.546  1.424  -1.265
C  3.375  3.886  0.357
C  2.577  4.064  1.603
N  1.379  3.590  1.792
C  0.872  3.922  3.031
C  1.727  4.646  3.802
S  3.186  4.943  2.961
C  -0.476  3.505  3.408
C  -1.112  3.838  4.566
S  -2.660  3.121  4.617
C  -2.384  2.409  3.075
N  -1.220  2.706  2.572
C  -3.396  1.538  2.413
H  2.771  3.383  -0.396
H  4.264  3.287  0.554
H  3.701  4.849  -0.036
H  1.581  5.012  4.805
H  -0.761  4.457  5.374
H  -4.250  1.374  3.065
H  -2.953  0.567  2.180
H  -3.749  1.998  1.487
C  0.846  -0.298  2.390
C  -0.157  -0.405  3.448
C  -0.061  0.322  4.647
C  -1.013  0.197  5.646
C  -2.103  -0.650  5.487
C  -2.223  -1.374  4.307
C  -1.273  -1.251  3.306
H  0.920  -1.228  1.823
H  1.833  -0.011  2.767
H  0.791  0.979  4.798
H  -0.896  0.760  6.565
H  -2.832  -0.764  6.279
H  -3.057  -2.052  4.164
H  -1.366  -1.843  2.399

Respective F_max values: 1.267; 2.349; 0.620 eV/A.